Record 1
C26H37As2ClN5PPtSe | ωB97M-V/def2-TZVPD

Output
Net charge = +2
Energy above the lowest of the compared OMol25 structures with the same formula, charge and spin = 56.9 kcal per mole
Highest occupied orbital energy (alpha / beta) = -0.47014 / -0.47016 hartree
HOMO-LUMO gap (alpha / beta) = 6.17 / 6.17 eV
Lowest unoccupied orbital energy (alpha / beta) = -6.621 / -6.621 eV
2S+1 = 1

Last column: Löwdin charge in e.
Geometry (Å):
Pt1 -0.186915 0.599315 -0.336732  0.275
C1 0.022085 1.464315 3.938168  -0.263
As1 -0.940715 0.976115 2.286668  1.118
C2 -2.587115 1.983215 2.596368  -0.253
C3 -1.646415 -0.800085 2.733368  -0.428
C4 -1.891315 -1.135785 4.061768  -0.104
C5 -2.482515 -2.342285 4.393368  -0.050
C6 -2.834915 -3.236285 3.396068  -0.050
C7 -2.602815 -2.909085 2.073668  -0.104
C8 -2.017415 -1.695685 1.728568  -0.424
As2 -1.912315 -1.196785 -0.157232  1.015
C9 -1.605915 -2.880985 -1.111232  -0.272
C10 -3.827015 -1.021285 -0.512432  -0.264
H1 -0.685215 1.856715 4.668968  0.042
H2 0.752485 2.245615 3.717368  0.030
H3 0.543185 0.601715 4.356768  0.032
H4 -3.025215 1.676115 3.547368  0.048
H5 -3.312315 1.796815 1.805268  0.024
H6 -2.366115 3.049415 2.630168  0.038
H7 -1.631615 -0.433985 4.846068  0.100
H8 -2.670615 -2.583885 5.428768  0.119
H9 -3.307015 -4.174385 3.645568  0.119
H10 -2.894715 -3.599085 1.290968  0.103
H11 -0.796615 -3.467085 -0.675232  0.024
H12 -1.342015 -2.644185 -2.143632  0.028
H13 -2.519415 -3.473585 -1.121532  0.036
H14 -4.332515 -1.864285 -0.032632  0.040
H15 -4.011715 -1.060785 -1.587532  0.043
H16 -4.235715 -0.095885 -0.112132  0.019
Cl1 -0.302115 6.232715 0.488468  0.741
C11 -1.235515 4.906815 -0.073832  -0.646
C12 -2.583015 5.056515 -0.387732  -0.052
C13 -3.282915 3.941515 -0.811432  -0.025
C14 -2.622315 2.727615 -0.924332  -0.146
N1 -1.334015 2.591315 -0.630032  -0.107
C15 -0.651515 3.650815 -0.208232  -0.198
H17 -3.064215 6.017915 -0.307632  0.123
H18 -4.330915 4.014515 -1.049132  0.121
H19 -3.144415 1.845015 -1.275632  0.103
H20 0.398385 3.511515 0.022668  0.097
Se1 0.961485 0.707115 -2.758332  0.664
C16 0.136485 0.660015 -4.486332  -0.632
C17 0.096185 -0.565085 -5.142632  -0.125
C18 -0.414415 -0.599685 -6.430532  -0.135
N2 -0.843915 0.479715 -7.043332  0.076
C19 -0.802515 1.646015 -6.434732  -0.126
C20 -0.319515 1.793215 -5.142732  -0.098
H21 0.463085 -1.463985 -4.672032  0.085
H22 -0.472315 -1.524485 -6.985632  0.114
H23 -1.163115 2.491515 -7.000932  0.116
H24 -0.281515 2.765415 -4.678932  0.100
C21 4.796285 -1.587485 -0.684432  -0.099
N3 3.643285 -2.429385 -0.146032  -0.066
C22 3.782685 -2.496585 1.376168  -0.103
N4 3.859985 -1.207485 1.940668  -0.151
C23 4.965985 -0.447285 1.377768  -0.137
N5 4.818685 -0.322185 -0.061632  -0.147
C24 3.721185 0.542215 -0.438532  -0.289
P1 2.074885 -0.099185 0.176268  0.802
C25 2.339385 -1.836085 -0.506232  -0.259
C26 2.611585 -0.476585 1.919468  -0.298
H25 4.666685 -1.490785 -1.766632  0.157
H26 5.725385 -2.126085 -0.472932  0.156
H27 3.712185 -3.374585 -0.533732  0.193
H28 4.693685 -3.056985 1.604268  0.156
H29 2.908685 -3.030385 1.760068  0.151
H30 5.905785 -0.957885 1.609168  0.150
H31 4.987185 0.548115 1.822668  0.146
H32 3.677685 0.631115 -1.528632  0.073
H33 3.894585 1.541415 -0.032832  0.111
H34 2.249285 -1.761985 -1.596132  0.073
H35 1.536285 -2.484685 -0.141632  0.094
H36 1.833185 -1.058885 2.431268  0.098
H37 2.736485 0.461715 2.469668  0.101

Atomic forces in eV per Å
1.14 0.19 0.70
0.36 0.08 -0.41
-0.35 -0.93 -0.53
0.07 0.26 -0.32
0.09 0.04 -0.20
0.13 0.25 0.05
0.03 -0.03 0.08
-0.02 -0.03 0.04
-0.02 -0.02 -0.25
0.10 0.14 -0.12
0.00 -0.13 -0.27
0.01 0.12 -0.01
-0.01 -0.10 -0.08
-0.06 -0.09 -0.12
-0.09 -0.06 0.01
-0.08 0.03 -0.12
0.20 -0.08 -0.03
0.09 -0.03 -0.04
-0.01 0.03 -0.03
-0.02 -0.08 0.06
-0.01 0.00 0.07
0.00 -0.08 0.03
-0.04 -0.06 0.04
-0.05 0.10 0.10
-0.03 0.08 0.09
0.02 -0.04 0.06
0.06 0.10 -0.08
0.07 0.04 0.06
0.08 0.03 0.05
0.05 -0.01 -0.01
-0.26 -0.29 -0.10
0.26 -0.09 0.05
0.17 -0.08 0.00
-0.38 0.00 -0.18
0.44 -0.43 0.06
0.23 0.73 0.09
-0.02 0.12 0.06
-0.12 -0.03 -0.09
0.08 0.00 0.04
-0.11 0.04 -0.05
0.18 0.27 1.33
-0.56 -0.60 0.33
-0.06 0.01 0.00
0.29 -0.21 0.38
-0.51 0.02 -1.04
0.19 0.11 0.33
0.06 0.15 0.25
-0.01 -0.07 0.06
0.02 -0.15 -0.03
-0.03 0.18 0.00
-0.03 0.10 0.11
0.47 0.03 -0.43
0.30 -0.26 0.16
0.05 -0.46 0.41
0.19 0.09 0.32
0.21 0.03 0.10
0.31 0.07 0.07
-0.52 0.54 -0.24
-0.78 -0.24 -0.47
-0.97 0.49 -0.25
-0.63 0.29 0.01
-0.06 -0.10 0.15
-0.20 -0.06 0.00
-0.01 0.07 0.04
-0.09 -0.02 -0.20
0.13 -0.04 -0.12
-0.09 0.06 -0.05
0.04 -0.09 0.01
-0.05 0.06 0.11
-0.04 -0.01 -0.05
0.04 -0.03 0.13
0.13 0.04 -0.01
0.06 0.12 -0.11
-0.05 -0.08 -0.05



Record 2
C26H37Cl18N3O5PS | ωB97M-V/def2-TZVPD

Output
Net charge = +1
Highest occupied orbital energy = -0.43416 hartree
HOMO-LUMO gap = 7.31 eV
Lowest unoccupied orbital energy = -4.500 eV
2S+1 = 1

Last column: Löwdin charge in e.
Geometry (Å):
C1 1.889804 6.633050 0.492331  -0.078
C2 0.921552 5.433779 0.557679  -0.236
C3 -0.536990 5.816785 0.338710  -0.156
C4 -1.555295 4.761236 0.870193  -0.275
C5 -2.944121 4.947466 0.232835  -0.085
C6 -0.986430 3.348052 0.758541  -0.050
C7 -0.703577 2.655512 1.948804  -0.019
C8 -1.092811 3.251368 3.286242  -0.522
O1 -0.304443 3.498958 4.121209  0.193
O2 -2.430642 3.470130 3.324165  -0.096
C9 -3.233709 2.858857 4.332263  -0.616
Cl1 -2.455713 1.451802 5.072271  0.769
C10 -4.581089 2.399871 3.645887  -0.629
C11 -4.474705 0.989437 3.102786  -0.230
Cl2 -4.842595 3.434719 2.195649  0.733
C12 -0.064614 1.419271 1.890278  -0.467
Cl3 0.352712 0.602792 3.324775  0.900
C13 0.232724 0.823514 0.649811  -0.191
C14 0.874538 -0.535841 0.625012  -0.146
C15 -0.157719 -1.685356 0.606153  -0.185
N1 0.388729 -3.017390 0.801173  -0.041
C16 1.068313 -3.571403 -0.382936  -0.179
C17 2.517574 -3.099442 -0.633475  -0.057
C18 1.016319 -3.214939 2.016321  -0.496
C19 1.938155 -4.388992 2.204937  -0.006
O3 0.807144 -2.469977 2.951675  0.035
N2 -0.095089 1.489190 -0.491660  -0.055
P1 0.201175 0.657440 -2.067531  0.552
S1 -1.228291 -0.524322 -2.560744  0.319
C20 -0.684656 2.737208 -0.454675  -0.121
C21 -0.964713 3.410744 -1.776715  -0.148
O4 -1.848422 2.684657 -2.627572  -0.146
N3 -3.184484 2.677654 -2.147251  0.029
O5 -3.790731 1.838549 -2.666539  0.006
H1 2.512812 6.633517 1.382123  0.073
H2 2.574970 6.525850 -0.341154  0.070
H3 1.375686 7.587484 0.475805  0.073
H4 1.004118 5.012042 1.560238  0.109
H5 1.277949 4.660548 -0.123241  0.100
H6 -0.755980 6.102337 -0.687797  0.110
H7 -0.700087 6.708073 0.940441  0.126
H8 -1.672287 5.011177 1.912399  0.123
H9 -3.527334 5.573015 0.902679  0.074
H10 -3.495534 4.025749 0.129193  0.018
H11 -2.880678 5.501661 -0.698481  0.080
H12 -3.460948 3.537879 5.143817  0.118
H13 -5.424057 2.552139 4.305002  0.107
H14 -4.583862 0.222396 3.860573  0.073
H15 -3.528390 0.850860 2.591492  0.031
H16 -5.251407 0.854259 2.359841  0.032
H17 1.541974 -0.639818 1.467622  0.096
H18 1.501881 -0.607630 -0.257837  0.060
H19 -0.724310 -1.703152 -0.313809  0.040
H20 -0.884621 -1.491732 1.391891  0.075
H21 0.441655 -3.331850 -1.237276  0.110
H22 1.052254 -4.652707 -0.323176  0.108
H23 2.878980 -2.409611 0.121468  0.072
H24 3.175072 -3.963439 -0.604922  0.044
H25 2.610271 -2.693419 -1.637502  0.068
H26 2.951170 -3.993630 2.136798  0.013
H27 1.801557 -4.702146 3.232272  0.098
H28 1.781810 -5.188136 1.495640  0.058
H29 0.340863 1.670141 -3.015845  0.011
H30 1.463826 0.067404 -1.975334  0.010
H31 -1.336853 4.413593 -1.644756  0.102
H32 -0.042843 3.494693 -2.340506  0.121
C22 -3.910228 -0.945154 -0.520597  -1.555
Cl4 -5.244868 0.207216 -0.483257  0.577
Cl5 -3.542048 -1.558583 1.100198  0.612
Cl6 -4.239044 -2.257541 -1.637808  0.551
H33 -3.028880 -0.426530 -0.878674  -0.098
C23 0.229718 -2.616405 -6.272491  -1.564
Cl7 1.374788 -2.559510 -7.607233  0.551
Cl8 -0.114782 -4.275866 -5.800756  0.539
Cl9 0.831839 -1.693351 -4.882029  0.469
H34 -0.694247 -2.156946 -6.597152  -0.034
C24 5.709139 -5.980374 1.104877  -1.536
Cl10 5.384494 -4.418081 1.873655  0.569
Cl11 4.246306 -6.649535 0.375346  0.553
Cl12 6.983381 -5.829133 -0.091859  0.524
H35 6.042334 -6.664586 1.874622  -0.009
C25 -3.869915 -0.395057 -5.501831  -1.545
Cl13 -5.231858 -0.199966 -4.400110  0.548
Cl14 -3.210690 -2.031498 -5.404237  0.538
Cl15 -4.330919 -0.001937 -7.155763  0.555
H36 -3.093466 0.293642 -5.196359  -0.006
C26 9.592246 -9.295678 0.553969  -1.543
Cl16 10.525205 -8.002468 -0.198619  0.528
Cl17 8.085029 -8.662412 1.226434  0.511
Cl18 9.265298 -10.587383 -0.595939  0.539
H37 10.175609 -9.704789 1.367352  0.013

Atomic forces in eV per Å
0.12 -0.55 0.26
0.27 0.48 0.26
-0.01 -0.25 0.47
0.33 0.19 -1.08
0.13 0.52 0.42
-0.24 -0.04 0.02
0.08 -0.25 -0.64
-0.25 -0.25 -0.84
0.56 0.34 0.89
0.18 -0.72 0.44
-1.20 -0.11 -0.13
0.14 0.17 0.30
1.24 -0.12 -0.64
-0.51 -0.02 -0.14
-0.67 0.17 0.46
-0.20 0.23 -0.27
0.09 -0.15 -0.02
0.02 -0.16 0.66
0.03 0.12 -1.03
-0.70 -0.23 0.82
1.27 0.44 -0.48
-0.21 0.01 -0.13
-0.29 -0.60 -0.13
-0.39 -0.45 0.41
-0.23 0.56 -0.01
-0.10 0.51 0.21
0.46 0.45 0.39
-1.45 -0.92 -1.08
0.28 0.04 0.19
-0.18 0.03 0.20
-0.25 0.26 -0.15
0.86 -0.45 -0.26
-0.58 -0.22 0.39
0.26 0.53 -0.11
0.10 0.08 0.11
-0.06 0.32 -0.27
-0.06 0.12 -0.25
-0.06 -0.18 0.10
-0.16 -0.13 -0.13
0.10 -0.02 -0.18
-0.17 0.22 -0.07
0.13 -0.30 0.29
-0.11 0.10 0.02
0.04 -0.13 -0.30
-0.06 -0.19 -0.30
0.29 0.35 -0.03
-0.03 0.02 0.20
0.04 -0.02 0.17
0.17 0.01 -0.04
-0.18 -0.14 -0.02
-0.05 0.02 0.36
0.13 -0.11 0.04
0.07 0.09 -0.23
0.13 -0.05 0.16
-0.10 0.10 -0.10
-0.07 -0.15 0.09
0.02 0.23 0.00
0.20 -0.03 0.06
0.10 0.33 -0.01
-0.06 -0.23 -0.17
-0.04 -0.27 0.07
0.14 -0.23 0.03
0.38 0.31 0.46
0.14 0.46 0.25
-0.10 0.14 0.30
0.14 0.15 -0.12
-0.08 0.00 0.03
-0.04 -0.07 0.12
-0.17 -0.07 -0.07
0.05 -0.07 0.06
-0.07 0.01 0.04
0.13 -0.10 -0.16
-0.02 0.02 0.04
-0.04 0.03 0.03
0.12 -0.09 -0.17
-0.01 0.02 0.05
0.10 0.05 -0.12
0.25 -0.08 -0.01
-0.03 -0.01 0.04
-0.07 0.22 -0.10
-0.02 0.01 0.03
-0.13 0.11 -0.01
-0.03 -0.11 -0.16
0.03 -0.07 0.05
0.03 -0.01 0.02
0.05 0.01 0.05
0.01 0.02 -0.12
0.00 0.00 0.02
0.04 -0.25 0.16
0.00 0.00 0.03
0.00 0.01 0.02



Record 3
C26H37ClN2O7 | ωB97M-V/def2-TZVPD

Output
Net charge = 0
Energy above the lowest of the compared OMol25 structures with the same formula, charge and spin = 0.0 kcal per mole
Highest occupied orbital energy = -0.36521 hartree
HOMO-LUMO gap = 9.46 eV
Lowest unoccupied orbital energy = -0.474 eV
2S+1 = 1

Last column: Löwdin charge in e.
Geometry (Å):
C1 6.059449 -2.116011 0.400382  -0.104
C2 4.654709 -1.722704 0.874198  -0.272
C3 4.076194 -0.578721 0.052896  -0.569
Cl1 4.721548 0.989425 0.624124  0.706
C4 2.553691 -0.592623 -0.016642  -0.515
O1 1.938167 -1.637869 -0.003257  0.110
O2 2.000011 0.606147 -0.163949  -0.028
C5 0.612958 0.716672 0.208176  -0.151
C6 -0.354168 0.213768 -0.863356  -0.185
C7 -1.699770 0.922186 -0.816847  -0.211
C8 -2.551947 0.543656 0.403525  -0.213
C9 -4.042141 0.816640 0.150490  -0.206
C10 -4.904066 0.950263 1.422018  -0.200
C11 -5.996759 -0.115724 1.549851  -0.198
C12 -5.472044 -1.569935 1.480535  -0.162
C13 -6.112538 -2.410208 0.376231  -0.242
O3 -6.117298 -1.695806 -0.846686  -0.219
C14 -7.029306 -2.233656 -1.784822  -0.104
H1 5.988453 -2.764006 -0.476960  0.077
H2 6.556273 -2.706489 1.172319  0.074
H3 6.668638 -1.245620 0.158424  0.065
H4 4.682305 -1.430598 1.926141  0.108
H5 3.999316 -2.589244 0.795880  0.110
H6 4.429985 -0.669007 -0.979027  0.117
H7 0.456224 1.788322 0.356103  0.131
H8 0.442010 0.233357 1.171605  0.136
H9 0.147763 0.310316 -1.830101  0.119
H10 -0.486677 -0.860017 -0.699823  0.107
H11 -2.266651 0.616362 -1.703447  0.115
H12 -1.581256 2.009131 -0.862455  0.117
H13 -2.218435 1.091242 1.290589  0.111
H14 -2.413925 -0.526933 0.594461  0.109
H15 -4.114697 1.740168 -0.433968  0.110
H16 -4.422608 0.022398 -0.494453  0.100
H17 -4.266900 0.960715 2.310352  0.106
H18 -5.402294 1.923693 1.385716  0.104
H19 -6.506546 0.022437 2.507723  0.104
H20 -6.740180 0.049912 0.767827  0.108
H21 -5.705267 -2.059267 2.429228  0.110
H22 -4.387257 -1.571282 1.349982  0.100
H23 -7.139412 -2.662789 0.670875  0.123
H24 -5.533268 -3.330883 0.236206  0.123
H25 -8.052523 -1.925789 -1.547730  0.089
H26 -6.974842 -3.327256 -1.799090  0.086
H27 -6.745017 -1.860686 -2.768328  0.088
C15 1.795897 -1.923039 -4.215201  -0.070
C16 0.508932 -2.419768 -4.058450  -0.063
C17 -0.336824 -2.520513 -5.151133  -0.001
C18 0.131731 -2.120966 -6.388821  -0.147
C19 1.407723 -1.620647 -6.568513  -0.004
C20 2.243215 -1.521886 -5.467296  -0.064
N1 -0.757465 -2.238324 -7.557999  -0.356
O4 -1.879128 -2.659876 -7.370588  0.078
O5 -0.313915 -1.906538 -8.636838  0.079
H28 2.450157 -1.850382 -3.355993  0.101
H29 0.165354 -2.728269 -3.080405  0.108
H30 -1.340692 -2.902487 -5.043662  0.119
H31 1.741312 -1.314539 -7.548401  0.119
H32 3.244820 -1.133003 -5.588631  0.107
C21 4.436024 2.927707 3.573051  -0.079
C22 5.141036 2.593903 4.722406  -0.061
C23 5.059606 3.396177 5.849283  -0.004
C24 4.264231 4.525817 5.800841  -0.149
C25 3.556420 4.881458 4.667902  -0.004
C26 3.648177 4.071547 3.547321  -0.060
N2 4.161573 5.375513 6.999850  -0.357
O6 4.808065 5.053594 7.974321  0.077
O7 3.435891 6.345638 6.941135  0.077
H33 4.497604 2.293804 2.696595  0.017
H34 5.755858 1.704323 4.741986  0.108
H35 5.602743 3.149082 6.748829  0.119
H36 2.946755 5.772261 4.662255  0.119
H37 3.101599 4.332652 2.651270  0.108

Atomic forces in eV per Å
-0.28 -0.25 0.13
0.32 -0.14 0.04
0.03 -0.06 -0.30
0.10 -0.06 -0.18
-0.38 -0.63 -0.14
0.28 0.63 0.19
0.20 -0.12 0.52
-0.68 0.41 -0.26
0.52 -0.30 0.34
-0.28 -0.42 -0.07
-0.07 0.06 -0.22
0.28 0.17 0.06
-0.20 0.06 -0.36
0.11 -0.17 0.21
-0.23 0.26 -0.17
0.13 0.28 0.16
0.00 -0.03 -0.03
0.28 0.00 0.08
0.05 0.19 -0.08
0.08 0.13 -0.04
0.06 -0.02 0.08
-0.10 0.06 -0.05
-0.12 0.10 -0.03
-0.08 0.01 0.03
0.18 -0.04 -0.06
0.18 -0.15 -0.07
-0.16 0.21 -0.05
-0.11 0.05 -0.16
0.06 0.14 -0.02
0.03 -0.02 -0.07
0.04 -0.06 0.01
0.04 0.07 0.18
-0.03 -0.02 0.04
-0.11 0.04 0.00
-0.01 -0.10 0.01
0.05 -0.02 0.19
-0.05 0.07 -0.09
0.04 -0.05 -0.03
0.26 -0.14 -0.06
-0.02 -0.03 0.06
-0.01 -0.05 -0.10
-0.21 -0.15 0.09
-0.04 -0.05 -0.03
-0.04 -0.01 -0.04
-0.10 0.04 0.04
0.00 0.01 -0.03
0.05 0.03 0.05
-0.06 -0.04 0.11
0.07 0.00 0.08
0.12 0.05 -0.04
-0.04 -0.02 0.07
0.00 0.02 0.02
-0.09 -0.04 0.02
0.04 0.03 -0.09
-0.01 0.00 0.01
-0.01 0.00 0.01
-0.01 0.00 -0.08
-0.07 -0.03 -0.04
0.01 0.00 -0.01
0.00 0.01 0.00
-0.04 0.03 -0.05
0.08 -0.11 0.02
0.00 -0.07 -0.08
-0.08 0.05 -0.10
0.04 -0.06 0.01
0.02 0.00 -0.02
0.06 -0.03 0.09
-0.06 0.09 -0.01
-0.03 0.11 0.19
0.01 0.00 0.00
-0.03 0.06 0.04
0.02 0.02 0.08
0.00 0.01 0.00